1.
Density functional theory data (ωB97M-V/def2-TZVPD) for an isolated molecule of C21H22N2O7S.

Last columns: bonded neighbours and bond lengths (Å).
Cartesian coordinates (Å):
1 H 4.374 -1.239 0.601  C15 1.093
2 H 1.108 5.584 -0.278  C32 1.086
3 H -2.661 -1.944 -2.577  C4 1.079
4 C -1.903 -1.221 -2.319  H3 1.079, C24 1.393, C49 1.384
5 H -0.976 0.749 0.284  C37 1.077
6 H -0.020 5.889 -1.605  C32 1.087
7 O 2.530 1.353 -1.728  S19 1.434
8 C -1.255 -2.316 2.026  C30 1.391, C44 1.394, C46 1.484
9 C -0.171 3.399 -3.783  H23 1.087, C35 1.528, H38 1.088, H47 1.087
10 H 1.497 0.406 3.046  N27 1.011
11 H 0.848 -3.970 -0.053  C29 1.078
12 C -0.137 3.895 -0.757  H31 1.099, C32 1.525, N33 1.446, H51 1.090
13 H -0.612 5.825 0.055  C32 1.087
14 H 1.441 4.595 -2.989  C35 1.094
15 C 3.321 -0.945 0.589  H1 1.093, H20 1.101, O21 1.420, C25 1.521
16 C 0.101 -0.004 -2.826  H42 1.079, C45 1.383, C49 1.387
17 O -3.645 -2.086 -0.251  C48 1.204
18 H -1.436 -4.133 0.915  C30 1.078
19 S 1.326 1.721 -1.041  O7 1.434, N33 1.647, O40 1.434, C45 1.798
20 H 3.151 -0.301 -0.288  C15 1.101
21 O 2.574 -2.146 0.460  C15 1.420, C39 1.353
22 H -3.426 -0.411 3.035  C26 1.092
23 H -0.929 4.131 -3.516  C9 1.087
24 C -1.948 -0.632 -1.057  C4 1.393, C37 1.391, C48 1.484
25 C 3.029 -0.089 1.812  C15 1.521, N27 1.359, O53 1.206
26 C -3.468 -1.110 2.198  H22 1.092, O28 1.420, H41 1.095, C46 1.538
27 N 1.791 -0.260 2.345  H10 1.011, C25 1.359, C36 1.388
28 O -2.904 -0.436 1.083  C26 1.420, C48 1.345
29 C 0.481 -3.221 0.630  H11 1.078, C30 1.382, C39 1.389
30 C -0.787 -3.311 1.174  C8 1.391, H18 1.078, C29 1.382
31 H -1.131 3.701 -1.183  C12 1.099
32 C 0.102 5.397 -0.643  H2 1.086, H6 1.087, C12 1.525, H13 1.087
33 N 0.897 3.237 -1.523  C12 1.446, S19 1.647, C35 1.445
34 O -3.152 -3.326 3.062  C46 1.202
35 C 1.079 3.565 -2.919  C9 1.528, H14 1.094, N33 1.445, H43 1.091
36 C 0.881 -1.205 1.894  N27 1.388, C39 1.404, C44 1.385
37 C -0.976 0.293 -0.692  H5 1.077, C24 1.391, C45 1.377
38 H -0.594 2.403 -3.670  C9 1.088
39 C 1.323 -2.171 0.976  O21 1.353, C29 1.389, C36 1.404
40 O 1.320 1.695 0.393  S19 1.434
41 H -4.507 -1.398 2.006  C26 1.095
42 H 0.934 0.225 -3.472  C16 1.079
43 H 1.875 2.905 -3.266  C35 1.091
44 C -0.416 -1.260 2.377  C8 1.394, C36 1.385, H50 1.080
45 C 0.035 0.590 -1.579  C16 1.383, S19 1.798, C37 1.377
46 C -2.656 -2.379 2.513  C8 1.484, C26 1.538, O34 1.202
47 H 0.093 3.549 -4.826  C9 1.087
48 C -2.938 -1.129 -0.069  O17 1.204, C24 1.484, O28 1.345
49 C -0.886 -0.902 -3.203  C4 1.384, C16 1.387, H52 1.079
50 H -0.750 -0.502 3.070  C44 1.080
51 H -0.089 3.444 0.235  C12 1.090
52 H -0.848 -1.369 -4.175  C49 1.079
53 O 3.832 0.686 2.270  C25 1.206

As for the HOMO energy: -8.319 eV. The LUMO energy is -0.2 eV. As for the structure (SMILES): CCN(CC)S(=O)(=O)c1cccc(C(=O)OCC(=O)c2ccc3c(c2)NC(=O)CO3)c1. The calculation puts the relative energy (zero: lowest compared OMol25 entry of this formula, charge and spin) at 0.00 kcal per mole. The net charge is 0.

2.
Density functional theory data (ωB97M-V/def2-TZVPD) for the ion C3H5N3O with charge +2.

Last columns: bonded neighbours and bond lengths (Å).
Cartesian coordinates (Å):
1 H -1.651 -2.185 0.174  N6 1.027
2 H 1.962 1.480 0.184  C10 1.157
3 H -2.842 0.127 -0.053  C12 1.039
4 O -1.051 2.051 0.079  N9 1.191
5 N 0.078 -1.250 0.038  N6 1.295, C7 1.301
6 N -1.216 -1.272 -0.004  H1 1.027, N5 1.295, C12 1.311
7 C 0.540 -0.034 0.051  N5 1.301, N9 1.730, C10 1.390
8 H 2.600 -0.355 0.480  C10 1.107
9 N -0.935 0.869 -0.020  O4 1.191, C7 1.730, C12 1.332
10 C 1.878 0.339 0.008  H2 1.157, C7 1.390, H8 1.107, H11 1.106
11 H 2.470 0.344 -0.927  C10 1.106
12 C -1.832 -0.115 -0.010  H3 1.039, N6 1.311, N9 1.332

As for the HOMO energy (spin up / spin down): -21.390 / -21.439 eV. The LUMO energy (spin up / spin down) is -10.4 / -15.5 eV. The calculation puts the relative energy (zero: lowest compared OMol25 entry of this formula, charge and spin) at 63.23 kcal per mole. The spin multiplicity is 3. The net charge is +2.

- Which of these has the highest relative energy (zero: lowest compared OMol25 entry of this formula, charge and spin)?
  C3H5N3O